{
  "formula": "C22H41ClNOP3Y",
  "method": "wB97M-V/def2-TZVPD",
  "elements": ["Y", "P", "P", "P", "H", "C", "C", "H", "C", "C", "C", "C", "C", "C", "C", "C", "C", "H", "H", "H", "H", "H", "H", "H", "H", "H", "H", "H", "H", "H", "H", "H", "H", "H", "H", "H", "H", "H", "H", "H", "H", "H", "H", "H", "H", "H", "C", "C", "C", "C", "C", "C", "O", "H", "H", "H", "H", "H", "H", "Cl", "C", "C", "C", "C", "N", "C", "H", "H", "H", "H"],
  "positions_angstrom": [[-0.4831, 0.4442, -0.3797], [-2.1589, -1.7277, 0.3644], [1.1859, -0.6501, 1.8222], [1.3093, -1.3953, -1.5990], [-1.1402, 6.1713, -6.1477], [-1.1542, 5.2318, -6.7102], [-2.1515, 4.3388, -6.6121], [-3.0814, 4.5283, -6.0602], [-3.8016, -1.3693, 1.0804], [-1.7504, -3.2360, 1.3513], [-2.6608, -2.5478, -1.2004], [2.8166, 0.1915, 1.8331], [0.6307, -0.2907, 3.5141], [1.6817, -2.3914, 2.0378], [0.7904, -1.2506, -3.3500], [1.4935, -3.2098, -1.4240], [3.0709, -0.8722, -1.7098], [-0.3462, 5.1161, -7.4445], [-2.1103, 3.4113, -7.1905], [-4.2125, -0.4653, 0.6204], [-3.6846, -1.1785, 2.1503], [-4.4903, -2.2129, 0.9181], [-1.4526, -2.9342, 2.3667], [-0.9020, -3.7641, 0.8960], [-2.6110, -3.9205, 1.4168], [-2.8259, -1.7716, -1.9601], [-3.5914, -3.1194, -1.0585], [-1.8560, -3.2046, -1.5452], [3.3538, -0.0838, 2.7508], [2.6579, 1.2771, 1.8044], [3.4025, -0.0946, 0.9501], [1.4821, -0.4370, 4.1862], [-0.1750, -0.9786, 3.7877], [0.2699, 0.7382, 3.5983], [2.7319, -2.4123, 2.3480], [1.5572, -2.9885, 1.1294], [1.0555, -2.8124, 2.8329], [1.3668, -2.0148, -3.8816], [1.0104, -0.2496, -3.7457], [-0.2858, -1.4392, -3.4683], [1.7161, -3.6251, -2.4173], [0.5599, -3.6523, -1.0496], [2.3172, -3.4505, -0.7387], [3.4980, -1.2087, -2.6665], [3.6383, -1.3104, -0.8771], [3.1290, 0.2229, -1.6430], [-0.4693, 2.3430, -3.1367], [0.5459, 3.3144, -3.3099], [1.0829, 3.4643, -4.5825], [0.5702, 2.7348, -5.6595], [-0.6737, 2.1145, -5.5177], [-1.2558, 1.9968, -4.2694], [-0.6101, 1.6921, -2.0110], [1.2430, 1.5050, -0.4127], [0.9657, 3.7731, -2.4060], [1.9102, 4.1568, -4.7426], [1.0739, 2.7436, -6.6298], [-1.2186, 1.7979, -6.4072], [-2.2199, 1.5015, -4.1297], [-1.4701, 6.0190, 0.8467], [-1.6834, 4.4354, 1.4630], [-2.3622, 4.2017, 2.6570], [-2.5019, 2.8896, 3.1057], [-1.9730, 1.8445, 2.3501], [-1.3249, 2.0648, 1.1829], [-1.1681, 3.3518, 0.7367], [-2.7609, 5.0399, 3.2133], [-3.0123, 2.6565, 4.0329], [-2.0595, 0.8044, 2.6904], [-0.6223, 3.5077, -0.1954]],
  "atomic_forces_ev_per_a": [[-1.4, -1.3, 1.5], [-1.3, -1.9, 0.2], [0.7, 0.6, 0.4], [0.9, -0.3, -0.7], [-0.2, -0.3, -0.2], [-0.1, 0.1, -0.1], [0.1, 0.3, -0.4], [0.6, -0.1, 0.0], [0.0, 0.6, 0.0], [0.7, 0.4, 0.2], [0.1, 0.5, -0.3], [-0.1, 0.1, -0.2], [-0.3, 0.2, 0.0], [-0.2, -0.3, -0.3], [-0.1, 0.0, 0.0], [-0.3, -0.1, 0.1], [-0.2, 0.2, 0.1], [-0.2, -0.2, 0.4], [-0.3, 0.6, -0.1], [-0.2, -0.1, 0.1], [-0.1, -0.1, -0.1], [0.3, 0.3, 0.1], [-0.1, -0.2, -0.2], [-0.2, 0.1, 0.1], [0.2, 0.4, -0.2], [-0.1, -0.3, 0.0], [0.4, 0.2, -0.1], [-0.2, 0.0, 0.0], [0.0, 0.1, -0.3], [0.2, -0.2, 0.1], [-0.1, 0.1, 0.3], [-0.2, 0.0, 0.0], [0.1, 0.1, 0.1], [0.1, -0.1, 0.1], [-0.2, -0.1, 0.0], [0.1, 0.1, 0.3], [0.2, -0.1, -0.2], [-0.2, 0.3, -0.3], [0.0, -0.3, 0.1], [0.3, -0.1, -0.1], [0.0, 0.0, 0.3], [0.3, -0.1, -0.1], [-0.3, 0.1, -0.2], [-0.1, 0.1, 0.3], [-0.1, 0.1, -0.3], [0.2, -0.3, -0.1], [-0.4, -0.6, -0.2], [1.2, 0.0, -0.4], [0.3, 0.8, 1.5], [0.4, 0.7, -0.7], [-1.8, -0.4, 0.7], [0.2, -0.8, -0.8], [-0.2, 1.2, -1.0], [1.4, 0.7, 0.1], [0.0, 0.0, -0.6], [-0.1, -0.3, 0.1], [-0.1, 0.0, 0.4], [0.3, -0.3, 0.4], [0.4, 0.1, -0.1], [0.0, -0.1, 0.1], [0.3, -0.6, -0.5], [0.1, -0.3, -0.1], [0.2, -0.2, -0.3], [0.0, 0.4, -0.1], [0.1, 0.7, -0.2], [-0.5, -0.4, 1.1], [0.0, 0.0, 0.0], [0.0, 0.1, -0.1], [0.0, 0.5, -0.2], [-0.2, 0.0, 0.3]],
  "homo_lumo_gap_ev": [4.5, 5.0],
  "e_tot_ha": -2514.44610,
  "homo_ev": [-16.817, -16.470],
  "charge": 3
}